The following is a quantum chemistry calculation of a structure of composition C14H24LuN4O5 in a non-equilibrium geometry, from the Open Molecules 2025 dataset.

CARTESIAN COORDINATES (ANGSTROEM)
O  0.443  3.060  -0.148
H  0.144  3.957  -0.344
Lu  -0.936  -0.347  -0.336
N  -1.322  -0.856  -2.578
N  0.743  -1.461  -1.393
O  -2.193  -0.031  -3.386
O  1.841  -1.992  -0.602
C  -0.499  -1.583  -3.345
C  0.672  -1.957  -2.664
C  -0.861  -1.917  -4.730
C  1.646  -2.902  -3.276
H  -1.729  -1.340  -5.042
H  -1.109  -2.975  -4.832
H  -0.042  -1.712  -5.418
H  2.379  -3.289  -2.552
H  2.199  -2.441  -4.121
H  1.096  -3.776  -3.683
H  -3.061  0.042  -2.941
H  2.642  -1.897  -1.163
O  -1.336  -2.302  0.682
H  -2.132  -2.815  0.456
H  -0.591  -2.848  0.362
C  2.038  2.638  -0.990
H  2.660  3.521  -1.056
H  1.517  2.326  -1.899
H  2.239  1.923  -0.194
O  -1.346  1.463  -1.452
H  -0.754  2.215  -1.232
H  -1.437  1.336  -2.455
N  -1.910  1.103  1.083
C  -1.511  1.164  2.380
C  -2.275  1.737  3.423
C  -1.766  1.755  4.732
C  -0.515  1.227  5.027
C  0.289  0.640  4.014
C  1.561  0.105  4.263
C  2.297  -0.405  3.211
C  1.757  -0.406  1.924
N  0.511  0.054  1.635
C  -0.202  0.599  2.676
H  -2.807  1.562  0.904
H  -0.126  2.735  0.607
H  -3.265  2.145  3.186
H  -2.370  2.201  5.524
H  -0.129  1.255  6.047
H  1.949  0.102  5.276
H  3.291  -0.817  3.350
H  2.309  -0.794  1.071

Atomic forces in eV per Å
O -0.87 0.88 0.24
H 0.02 0.39 0.08
Lu 0.94 -0.49 -0.75
N -1.51 0.53 1.70
N 0.42 0.09 1.61
O -0.56 0.72 0.06
O 0.37 0.22 -1.01
C 1.66 -0.18 0.71
C -1.30 0.13 -1.18
C 0.09 -0.31 -0.76
C 0.28 -0.56 -0.38
H 0.16 -0.12 -0.05
H 0.00 -0.13 -0.02
H 0.03 -0.02 -0.12
H -0.28 0.08 -0.32
H -0.24 -0.25 0.42
H 0.42 0.38 0.14
H 0.65 -0.49 -0.25
H -0.49 -0.07 0.46
O -0.38 -1.06 -0.11
H 0.20 0.08 0.25
H -0.12 0.13 0.12
C -0.30 -0.95 -0.01
H -0.31 0.22 0.30
H 0.65 -0.17 0.33
H 0.40 -0.08 -0.65
O 0.23 1.75 -2.05
H -0.76 -0.52 -0.33
H 0.07 -0.01 1.23
N -0.08 0.12 -0.61
C -0.38 0.21 1.10
C 0.80 -0.54 -0.74
C 0.62 -0.20 0.19
C -0.49 0.24 0.22
C -0.69 0.33 -0.24
C 0.35 -0.27 -0.49
C -0.03 0.11 0.35
C -1.31 0.49 -0.59
N 1.19 -0.12 0.62
C -0.52 0.22 0.26
H 0.44 -0.10 0.31
H 0.39 -0.40 0.00
H 0.44 -0.15 0.15
H 0.24 -0.16 -0.18
H -0.14 -0.01 -0.29
H 0.02 0.01 -0.06
H -0.16 0.09 0.06
H -0.16 -0.03 0.27

- molar mass (g mol⁻¹) = 503.336
- LUMO level (alpha / beta) (hartree) = -0.1737 / -0.1737
- gap between HOMO and LUMO (alpha / beta) (eV) = 2.9 / 2.9
- HOMO energy (alpha / beta) (eV) = -7.6 / -7.6
- total charge = +1
- E (eV) = -64715.4834
- strongest force on any atom (eV/A) = 2.70
- energy above the lowest of the compared OMol25 structures with the same formula, charge and spin (kcal per mole) = 17.88

---

The following is a quantum chemistry calculation of a structure of composition C7H12ClIN3O3 in a non-equilibrium geometry, from the Open Molecules 2025 dataset.

CARTESIAN COORDINATES (ANGSTROEM)
C  1.106  -0.645  -0.321
C  0.126  1.746  -0.836
C  3.462  0.310  0.076
C  0.580  -2.081  -0.218
C  -1.301  -0.329  -0.746
C  -3.210  0.341  0.894
C  -1.964  -0.531  0.651
N  0.101  0.158  -0.698
N  2.445  -0.674  0.038
N  3.071  1.507  -0.370
O  3.732  2.464  -0.598
O  1.332  2.024  -0.189
O  -0.954  -0.258  1.677
Cl  -3.038  2.106  0.505
I  5.351  -0.442  0.032
H  0.230  2.032  -1.955
H  -0.745  2.032  -0.293
H  -0.104  -2.112  0.560
H  1.365  -2.837  -0.091
H  0.091  -2.201  -1.165
H  -1.341  -1.274  -1.280
H  -1.803  0.607  -1.134
H  -4.035  0.115  0.193
H  -3.462  0.332  1.964
H  -2.503  -1.551  0.667
H  2.652  -1.511  0.624
H  -1.182  0.673  2.012

Atomic forces in eV per Å
C -1.12 -1.76 0.80
C 4.89 -3.53 -1.78
C -3.38 1.30 -1.55
C 1.91 0.67 -1.13
C -0.16 1.42 0.23
C -0.13 0.66 -0.65
C -0.34 0.19 0.68
N 0.94 1.23 -0.22
N -1.30 0.51 0.50
N 1.43 -0.62 0.24
O -0.84 0.00 0.02
O 0.43 1.20 1.25
O -2.04 1.13 -0.09
Cl 0.43 0.05 0.27
I 0.48 0.30 0.10
H -0.91 -0.61 1.72
H -0.28 0.92 0.42
H -1.30 -0.39 1.46
H -0.25 0.32 -0.09
H -0.10 -0.92 -0.33
H -0.64 0.69 -0.64
H 0.06 -1.79 -0.58
H 0.32 -0.60 0.83
H -0.26 -0.39 -0.57
H 1.67 0.94 0.59
H -0.18 1.01 -0.99
H 0.69 -1.95 -0.50

- molar mass (g mol⁻¹) = 348.548
- LUMO level (alpha / beta) (hartree) = -0.1906 / -0.1906
- gap between HOMO and LUMO (alpha / beta) (eV) = 7.4 / 7.4
- HOMO energy (alpha / beta) (eV) = -12.6 / -12.6
- total charge = +1
- E (eV) = -38675.5051
- strongest force on any atom (eV/A) = 6.28
- energy above the lowest of the compared OMol25 structures with the same formula, charge and spin (kcal per mole) = 6.69

---

The following is a quantum chemistry calculation of a structure of composition C16H25F5MoNO6Te, from the Open Molecules 2025 dataset.

CARTESIAN COORDINATES (ANGSTROEM)
Mo  -0.680  -0.578  -1.560
C  -1.374  0.704  1.378
C  -1.432  1.849  0.391
O  -1.715  1.315  -0.921
C  -3.056  1.355  -1.430
C  -3.803  0.113  -0.972
O  -2.842  -0.959  -0.989
C  -3.356  -2.299  -0.852
C  -2.340  -3.105  -0.072
O  -1.089  -2.899  -0.709
C  -0.001  -3.670  -0.208
C  1.277  -3.049  -0.752
O  1.271  -1.620  -0.633
C  1.681  -1.012  0.598
C  0.470  -0.920  1.525
O  -0.598  -0.342  0.756
H  -2.356  0.294  1.622
H  -0.889  1.036  2.295
H  -0.464  2.336  0.299
H  -2.189  2.585  0.660
H  -2.944  1.390  -2.513
H  -3.555  2.265  -1.101
H  -4.625  -0.108  -1.654
H  -4.193  0.204  0.045
H  -3.509  -2.712  -1.850
H  -4.305  -2.272  -0.316
H  -2.620  -4.162  -0.091
H  -2.287  -2.768  0.969
H  -0.081  -4.703  -0.556
H  -0.025  -3.678  0.885
H  1.357  -3.236  -1.821
H  2.152  -3.466  -0.251
H  2.551  0.350  -0.678
H  2.461  -1.643  1.049
H  0.697  -0.283  2.376
H  0.161  -1.900  1.887
N  2.080  0.302  0.219
C  2.606  1.195  1.192
C  2.973  0.785  2.471
C  3.466  1.710  3.384
C  3.615  3.038  3.026
C  3.269  3.440  1.740
C  2.761  2.532  0.828
H  2.918  -0.257  2.766
H  3.752  1.378  4.374
H  4.006  3.754  3.735
H  3.394  4.473  1.444
H  2.482  2.844  -0.169
F  1.091  0.675  -4.556
Te  0.728  1.615  -2.950
F  1.348  3.083  -3.871
F  2.563  1.367  -2.392
F  0.569  2.896  -1.497
F  -1.009  2.153  -3.615
O  -0.362  -1.395  -2.936

Atomic forces in eV per Å
Mo -0.17 0.08 0.10
C 0.03 0.01 -0.07
C -0.03 -0.05 0.04
O 0.04 0.00 0.04
C -0.04 -0.02 0.02
C 0.01 -0.01 -0.01
O -0.07 -0.03 -0.01
C 0.03 -0.02 0.06
C -0.05 0.05 -0.04
O -0.01 -0.06 -0.04
C 0.03 0.02 0.02
C -0.03 0.02 0.02
O 0.08 -0.03 0.02
C -0.03 -0.03 0.01
C -0.03 -0.01 -0.03
O 0.08 0.01 0.09
H 0.00 0.01 -0.02
H 0.00 -0.02 0.01
H 0.02 0.01 -0.01
H -0.01 -0.01 0.00
H 0.00 -0.01 -0.01
H 0.01 0.01 -0.01
H 0.00 0.00 0.00
H 0.00 0.00 0.00
H 0.00 0.00 0.00
H 0.00 0.01 0.00
H 0.00 0.00 0.00
H 0.00 0.00 0.00
H 0.01 0.00 0.00
H -0.01 0.01 0.00
H 0.00 0.01 0.00
H 0.00 -0.01 0.00
H 0.03 0.01 0.00
H -0.01 0.00 0.00
H 0.00 0.02 -0.01
H -0.01 0.01 0.02
N -0.09 -0.03 -0.01
C 0.04 0.01 0.01
C 0.01 0.00 0.00
C 0.00 0.00 0.01
C 0.00 0.00 0.00
C 0.00 0.01 0.00
C -0.02 -0.02 0.00
H 0.00 0.01 0.00
H 0.00 0.00 0.00
H 0.00 0.00 0.00
H 0.00 0.00 0.00
H 0.01 0.01 0.00
F 0.00 0.00 0.03
Te 0.08 0.10 -0.07
F 0.05 0.00 0.02
F 0.02 -0.03 -0.09
F -0.04 0.02 -0.01
F -0.04 -0.04 0.02
O 0.07 -0.01 -0.11

- expectation value of S² = 2.0180
- molar mass (g mol⁻¹) = 645.907
- LUMO level (alpha / beta) (hartree) = -0.1332 / -0.1380
- spin multiplicity = 3
- gap between HOMO and LUMO (alpha / beta) (eV) = 7.4 / 7.3
- HOMO energy (alpha / beta) (eV) = -11.1 / -11.1
- total charge = +1
- E (eV) = -53502.6286
- strongest force on any atom (eV/A) = 0.22
- energy above the lowest of the compared OMol25 structures with the same formula, charge and spin (kcal per mole) = 2.02